C40H52N11O3S6Zr | the ωB97M-V functional and the def2-TZVPD basis

## Properties
Relative energy (zero: lowest compared OMol25 entry of this formula, charge and spin): 0.604 eV
LUMO energy: -2.921 eV

The geometry in ORCA input format:
```
! wB97M-V def2-TZVPD RIJCOSX def2/J DEFGRID3
* xyz 1 1
Zr -0.01359 0.26188 -0.17586
S 3.02641 -0.37048 3.15992
C 2.14350 -0.41356 1.78593
S 2.47026 0.62011 0.40348
S 0.79395 -1.49719 1.54125
C -0.44089 -8.23160 -1.14112
O -0.41308 -7.19480 -0.17371
C -1.57715 -6.56294 0.10921
C -1.51542 -5.60512 1.12524
C -2.63905 -4.90184 1.50078
C -3.86076 -5.14251 0.85810
C -3.92008 -6.12946 -0.11936
C -2.78842 -6.82169 -0.52360
N -5.14616 -4.57291 1.16226
N -5.36851 -3.38381 1.44457
C -4.32881 -2.39193 1.41914
C -4.01695 -1.69466 2.55511
C -3.00823 -0.71060 2.55262
C -2.34836 -0.40998 1.38888
O -1.39174 0.52974 1.28874
C -2.66909 -1.11714 0.20404
N -1.95311 -0.79970 -0.91905
C -2.29101 -1.35490 -2.06196
C -3.34363 -2.27346 -2.18140
C -4.02606 -2.65594 -1.05907
C -3.69886 -2.07452 0.18687
H 0.57080 -8.62435 -1.18831
H -0.72922 -7.84828 -2.12333
H -1.12585 -9.02741 -0.84244
H -0.57045 -5.44060 1.62479
H -2.55398 -4.19446 2.30639
H -4.88166 -6.35325 -0.56245
H -2.87288 -7.57121 -1.29580
H -4.53384 -1.92557 3.47637
H -2.74259 -0.18650 3.46115
H -1.70552 -1.06758 -2.92799
H -3.58010 -2.68410 -3.15190
H -4.82264 -3.38506 -1.11712
C -3.68565 5.05984 -1.42098
C -2.53492 4.41399 -2.08944
N -1.76221 4.95893 -2.97264
N -0.84187 3.99811 -3.26591
C -1.02137 2.86663 -2.58603
S -0.08170 1.45277 -2.69185
N -2.12944 3.11594 -1.83738
N -2.61935 2.21684 -0.90668
H -3.88470 6.01016 -1.90715
H -3.46494 5.23939 -0.36776
H -4.57719 4.43584 -1.48054
H -0.10165 4.18076 -3.92849
H -3.57470 1.94889 -1.13075
H -2.51955 2.58630 0.04046
C 3.36287 -5.63297 -2.93604
C 1.99783 -6.12361 -2.46844
C 1.01866 -5.02702 -2.06479
C 1.38403 -4.25447 -0.80453
N 2.47429 -3.29702 -0.99653
C 2.36386 -2.11876 -1.59497
S 0.79383 -1.55398 -2.06682
N 3.47236 -1.44978 -1.88439
C 3.54722 -0.16494 -2.57439
C 3.56176 -0.31665 -4.09007
C 4.71239 -1.16625 -4.62339
C 6.09194 -0.64278 -4.24575
H 3.93402 -6.44555 -3.38242
H 3.96644 -5.23739 -2.11835
H 3.26273 -4.84650 -3.68630
H 2.12284 -6.82138 -1.63460
H 1.54300 -6.70261 -3.27597
H 0.03752 -5.47287 -1.88944
H 0.88956 -4.31537 -2.88727
H 1.71267 -4.93306 -0.01506
H 0.52294 -3.70399 -0.42063
H 3.39160 -3.57428 -0.67651
H 4.35009 -1.87193 -1.61811
H 4.44922 0.32578 -2.20900
H 2.70267 0.44326 -2.25446
H 3.60793 0.68612 -4.52277
H 2.60712 -0.74721 -4.40034
H 4.62726 -1.21735 -5.71089
H 4.59742 -2.19738 -4.27486
H 6.20466 0.40630 -4.52439
H 6.87737 -1.20454 -4.74926
H 6.28447 -0.71445 -3.17325
C 2.10388 6.89145 3.65213
C 0.59758 6.69100 3.54420
C 0.21419 5.22297 3.59720
N 0.64794 4.55737 2.36118
C 0.30904 3.32324 1.97546
S 0.18494 3.03694 0.28961
N 0.06897 2.35655 2.88180
C 0.50537 2.17731 4.23400
O -0.22620 1.56570 4.96416
C 1.83312 2.71346 4.62595
C 2.05624 2.94787 5.98308
C 3.27018 3.46129 6.40092
C 4.26768 3.72063 5.46945
C 4.05945 3.45700 4.12354
C 2.84182 2.95400 3.69526
H 2.36702 7.94621 3.59234
H 2.63924 6.37069 2.85667
H 2.47754 6.49945 4.59996
H 0.20713 7.13921 2.62471
H 0.08726 7.19896 4.36409
H -0.86622 5.08588 3.70652
H 0.70428 4.76802 4.44950
H 0.88941 5.17391 1.59566
H -0.53419 1.58193 2.57150
H 1.27001 2.72406 6.69100
H 3.44476 3.65277 7.45036
H 5.22046 4.11299 5.79854
H 4.85420 3.61810 3.40895
H 2.70144 2.70754 2.65397
*
```

Atom charges from the Mulliken analysis, given in e for atoms 1 to 8:
1. Zr -0.453
2. S -0.165
3. C 0.397
4. S -0.539
5. S -0.316
6. C -1.060
7. O -0.404
8. C 0.480